ORCA calculation (ωB97M-V/def2-TZVPD) on a 5-piece molecular cluster, C26H50IN2O8 overall.

```
87
Properties=species:S:1:pos:R:3:lowdin_charge:R:1
I 1.30397 -0.74107 1.96489 0.95
O -2.57250 0.36295 1.92628 0.03
O 4.08636 -7.15471 0.35209 0.03
O -4.32111 1.33244 2.76756 0.03
O 2.30524 -6.68637 -0.82496 0.04
O -5.68844 5.72854 0.34600 0.11
O 1.18176 -4.37429 -2.42340 -0.01
O 3.26622 -4.00840 -1.88901 0.06
O -4.52678 7.52748 0.81481 0.01
N -0.82990 1.30215 0.08568 0.16
N 0.82738 1.59910 -1.26663 0.21
C 5.16324 -6.76333 1.21244 -0.22
C -0.32338 -6.30041 -2.38800 -0.06
C 0.26259 0.71655 -0.41195 -0.31
C 3.37642 3.48479 -0.37604 -0.10
C -4.62458 6.20123 0.63320 -0.53
C -0.97202 2.55760 -0.45264 0.03
C -5.74739 1.54393 2.88168 -0.21
C 0.08143 2.76668 -1.31486 -0.21
C 2.21461 4.47886 -0.33521 -0.25
C 0.40660 3.94668 -2.15530 -0.11
C 0.74579 -0.64965 -0.08970 -0.66
C 2.90734 -6.00546 -3.12632 0.03
C -4.63911 -0.71093 1.43273 0.03
C 4.81461 -6.91985 2.67703 -0.06
C 3.09261 -6.32147 0.01066 -0.48
C 2.93741 -4.99089 0.70563 0.03
C -6.36440 0.67838 3.95551 -0.05
C -3.34312 8.16246 1.31245 -0.23
C 0.17734 -5.09496 -3.15363 -0.22
C 3.21572 -0.44236 -0.83869 -0.12
C -3.78697 0.37088 2.03699 -0.50
C 1.85358 -1.13160 -1.01628 -0.30
C 2.48396 -4.72441 -2.46252 -0.53
C -3.38478 5.33444 0.72238 0.00
C 1.64166 4.79200 -1.71950 -0.17
C -2.34264 8.45557 0.21454 -0.06
H 2.94867 -6.77257 -2.35295 0.07
H 1.67057 1.43885 -1.79191 0.15
H 5.49326 -5.75214 0.97232 0.12
H -0.48267 4.56893 -2.17311 0.11
H -5.66121 -0.40745 1.22834 0.08
H -1.48815 8.99760 0.61928 0.08
H 4.30594 4.02394 -0.54145 0.08
H -2.98302 5.21853 -0.28473 0.08
H 3.85752 -4.56344 1.09486 0.08
H -3.70255 9.09034 1.75140 0.13
H -4.17896 -1.03360 0.50252 0.09
H -1.12643 -6.78839 -2.94048 0.08
H -6.27100 -0.38336 3.72679 0.07
H -5.87545 0.85851 4.91196 0.09
H 2.60825 5.41027 0.06399 0.11
H 3.59500 -0.09789 -1.79946 0.08
H 1.34888 5.83592 -1.76120 0.11
H 2.43264 4.65312 -2.45159 0.11
H -5.83421 2.59633 3.13884 0.13
H -0.62497 -4.37216 -3.29509 0.12
H -4.65116 -1.55483 2.12223 0.11
H 3.99013 -6.26823 2.96714 0.07
H -2.80612 9.06404 -0.56089 0.09
H 2.25541 -6.33547 -3.92952 0.08
H 1.48446 -0.97914 -2.03050 0.12
H 3.94466 -1.11720 -0.41084 0.08
H -0.11172 -1.30645 -0.20400 0.10
H 1.99704 -2.19677 -0.88287 0.07
H 5.97616 -7.43468 0.94419 0.13
H 5.67765 -6.67700 3.29666 0.08
H -0.70350 -5.99530 -1.41357 0.08
H 3.90630 -5.86038 -3.52889 0.10
H 4.51602 -7.94714 2.88252 0.09
H -2.90706 7.57673 2.12279 0.11
H 0.55077 3.61597 -3.18281 0.12
H -2.60468 5.71949 1.37451 0.07
H 3.29795 2.79073 -1.21023 0.05
H -6.22270 1.41266 1.91044 0.12
H 3.14350 0.45056 -0.22178 0.03
H 1.43977 4.16183 0.35898 0.10
H -1.97775 7.54014 -0.25375 0.06
H -7.42291 0.91406 4.05524 0.09
H 0.47012 -7.02680 -2.21785 0.06
H 0.54487 -5.35886 -4.14468 0.11
H 2.22962 -5.11319 1.52583 0.10
H 2.52332 -4.30026 -0.02354 0.05
H -1.78501 3.20085 -0.20310 0.11
H -1.47363 0.88468 0.77918 0.10
H 3.49731 2.93523 0.55239 0.07
H -3.68961 4.36082 1.10051 0.08
```

The LUMO energy comes out at -0.0933 hartree. The total energy comes out at -2029.630342 Eh. The total charge is +1. Its gap between HOMO and LUMO is 9.5 eV. The HOMO energy comes out at -12.0 eV.